ORCA calculation (ωB97M-V with the def2-TZVPD basis set) on a structure of composition C29H37BCoF6N3O6S2.

Output
<S²> ... 0.86
Spin multiplicity ... 2
Frontier orbital gap (alpha / beta) ... 7.80 / 7.73 eV
Charge ... -1
LUMO level (alpha / beta) ... 2.6 / 2.6 eV

Structure (XYZ):
```
85
Properties=species:S:1:pos:R:3:forces:R:3
Co 0.560 0.575 -0.550 -0.04 0.12 -0.51
F 1.038 -2.882 -4.501 0.01 0.00 0.00
C 0.371 -1.885 -3.915 -0.02 0.00 0.00
F 1.038 -0.750 -4.106 0.01 0.00 0.01
F -0.823 -1.783 -4.495 -0.02 0.01 0.01
S 0.152 -2.229 -2.113 0.00 -0.06 0.00
O -0.322 -0.956 -1.593 0.01 0.17 -0.04
O -0.764 -3.320 -2.079 -0.01 0.01 0.01
N 1.557 -2.685 -1.598 -0.01 0.04 -0.01
S 2.722 -1.742 -1.115 0.04 -0.01 -0.02
O 3.310 -2.203 0.097 -0.01 0.00 0.00
O 2.445 -0.328 -1.285 -0.02 -0.05 0.15
C 4.023 -2.068 -2.381 -0.01 0.00 -0.01
F 3.623 -1.710 -3.601 -0.01 0.00 0.00
F 4.342 -3.362 -2.402 0.00 0.01 0.00
F 5.115 -1.366 -2.072 -0.01 0.00 -0.01
C -0.598 5.791 1.791 0.01 -0.01 -0.01
C 0.148 4.476 1.539 -0.02 0.03 0.00
C 1.647 4.679 1.753 0.04 0.00 0.02
C -0.433 3.368 2.397 0.01 0.00 -0.01
C -0.064 3.257 3.732 -0.04 0.02 0.01
C -0.579 2.248 4.529 0.01 0.00 -0.01
C -1.482 1.348 3.994 -0.03 0.02 0.00
C -1.890 1.425 2.663 -0.01 -0.02 0.01
C -2.878 0.370 2.182 0.00 0.00 0.00
C -4.100 0.911 1.437 -0.01 0.02 0.01
C -2.207 -0.743 1.375 -0.02 -0.02 0.01
C -1.346 2.442 1.869 0.11 -0.07 -0.02
N -1.666 2.515 0.483 -0.04 0.04 -0.03
B -1.020 1.818 -0.620 0.11 -0.10 0.26
N -1.712 2.379 -1.763 -0.03 0.03 -0.07
C -2.635 3.342 -1.348 -0.02 -0.03 0.01
C -2.599 3.426 -0.006 -0.01 -0.01 0.00
C -1.566 2.057 -3.139 0.04 -0.08 0.04
C -2.539 1.264 -3.762 0.01 0.00 0.00
C -2.387 0.966 -5.111 0.00 0.01 0.00
C -1.292 1.426 -5.824 0.01 -0.01 0.00
C -0.330 2.192 -5.189 0.00 0.01 -0.01
C -0.449 2.523 -3.842 0.00 -0.02 0.02
C 0.617 3.370 -3.176 0.00 0.01 -0.01
C 1.977 2.672 -3.199 -0.01 0.01 0.00
C 0.698 4.757 -3.817 0.01 0.00 0.00
C -3.736 0.727 -2.998 -0.01 0.03 -0.01
C -5.039 1.311 -3.546 -0.01 0.00 0.01
C -3.777 -0.800 -3.001 0.01 0.00 -0.01
H -0.208 6.583 1.145 0.00 0.00 0.00
H -0.469 6.107 2.830 0.00 0.00 0.00
H -1.666 5.692 1.599 -0.03 -0.01 -0.01
H 0.001 4.189 0.496 0.01 0.00 0.01
H 1.864 5.067 2.751 0.00 0.01 0.01
H 2.023 5.412 1.035 0.00 0.01 0.00
H 2.187 3.745 1.604 -0.03 0.05 0.00
H 0.647 3.958 4.151 0.00 0.01 0.00
H -0.272 2.160 5.564 0.00 0.00 0.00
H -1.881 0.553 4.614 0.00 0.00 0.00
H -3.258 -0.085 3.104 0.01 -0.01 0.00
H -3.854 1.207 0.418 0.01 0.00 0.00
H -4.535 1.775 1.945 0.00 0.00 0.00
H -4.862 0.130 1.384 0.00 0.00 -0.01
H -1.863 -0.370 0.411 -0.02 -0.02 0.03
H -2.921 -1.552 1.192 -0.01 0.00 0.00
H -1.337 -1.146 1.893 -0.01 0.00 -0.01
H -3.253 3.879 -2.050 0.00 0.00 0.00
H -3.196 4.041 0.648 0.01 0.02 0.01
H -3.127 0.348 -5.606 0.00 0.00 0.00
H -1.181 1.174 -6.871 0.00 0.00 0.00
H 0.533 2.538 -5.747 0.00 0.00 0.00
H 0.331 3.501 -2.132 0.00 0.01 0.00
H 2.322 2.511 -4.223 0.00 -0.01 0.00
H 1.933 1.701 -2.704 0.01 0.00 -0.01
H 2.724 3.277 -2.680 0.00 -0.01 0.01
H 1.010 4.692 -4.862 0.00 0.00 0.00
H 1.424 5.378 -3.288 0.00 0.00 0.00
H -0.270 5.261 -3.786 0.00 0.00 0.00
H -3.636 1.048 -1.961 0.00 0.00 0.01
H -5.202 1.004 -4.583 0.00 0.00 0.00
H -5.026 2.402 -3.518 0.00 0.00 0.00
H -5.891 0.964 -2.956 0.00 0.00 0.00
H -3.855 -1.197 -4.016 0.00 0.00 0.00
H -4.643 -1.153 -2.436 0.00 0.00 0.00
H -2.882 -1.217 -2.542 0.04 -0.02 0.00
O 1.611 1.719 0.689 -0.10 -0.14 -0.12
C 1.552 0.831 1.595 -0.03 -0.01 0.02
O 0.939 -0.240 1.427 0.10 -0.02 0.24
H 2.061 1.033 2.550 0.00 0.02 -0.01
```
Forces are in eV/Å.

=====

ORCA calculation (ωB97M-V with the def2-TZVPD basis set) on a structure of composition C29H37BF4MnS4Sb.

Output
<S²> ... 8.75
Spin multiplicity ... 6
Frontier orbital gap (alpha / beta) ... 8.69 / 8.33 eV
Charge ... +1
LUMO level (alpha / beta) ... -2.2 / -2.7 eV

Structure (XYZ):
```
77
Properties=species:S:1:pos:R:3:forces:R:3
Mn 1.124 1.393 -0.747 -0.06 0.38 0.79
C 4.703 -0.092 -0.457 -0.01 0.35 -0.34
C 3.872 -1.353 -0.543 -0.58 0.30 0.04
S 2.113 -1.150 -0.085 0.47 -0.27 0.14
C 2.113 -1.312 1.734 -0.12 0.30 -0.50
C 2.518 -0.073 2.510 -0.24 0.45 0.05
S 1.500 1.401 2.066 0.46 0.02 -0.22
C 2.758 2.740 2.256 -0.26 -0.34 0.17
C 2.379 4.002 1.502 -0.11 -0.23 -0.46
S 2.322 3.852 -0.319 0.30 0.30 0.24
C 4.072 3.966 -0.831 -0.60 -0.29 0.11
C 4.860 2.677 -0.728 -0.08 -0.42 -0.21
S 3.970 1.251 -1.482 0.25 -0.09 0.41
H 5.700 -0.294 -0.850 0.03 0.03 0.09
H 4.793 0.268 0.569 -0.02 0.00 -0.05
H 4.292 -2.142 0.080 0.02 -0.04 -0.06
H 3.824 -1.700 -1.574 0.08 -0.15 -0.02
H 2.774 -2.145 1.977 -0.13 -0.02 0.06
H 1.083 -1.583 1.973 0.07 -0.11 0.05
H 3.563 0.173 2.338 0.04 0.05 0.03
H 2.371 -0.264 3.574 0.07 0.04 -0.02
H 3.715 2.349 1.914 -0.01 -0.01 0.07
H 2.821 2.969 3.321 0.09 -0.03 -0.03
H 3.078 4.804 1.743 -0.07 0.00 0.03
H 1.372 4.326 1.772 0.06 0.06 0.00
H 4.551 4.745 -0.240 0.01 0.07 -0.08
H 4.011 4.297 -1.868 0.05 0.09 0.02
H 5.057 2.421 0.313 0.05 -0.01 -0.06
H 5.809 2.782 -1.255 0.01 -0.01 0.10
F -0.424 2.902 -0.017 0.24 0.13 0.29
B -0.759 3.526 -1.309 0.44 -0.70 0.44
F -0.229 4.749 -1.390 0.25 0.80 -0.14
F -2.074 3.449 -1.510 -0.92 -0.12 -0.27
F -0.026 2.587 -2.182 0.30 -0.27 -0.27
C -3.960 -2.587 -0.171 -0.05 0.01 0.08
C -4.226 -1.370 -0.996 -0.17 -0.04 0.01
C -5.460 -1.208 -1.617 0.08 -0.05 0.05
C -5.724 -0.126 -2.436 0.03 0.08 -0.01
C -4.743 0.824 -2.655 -0.05 -0.01 -0.08
C -3.517 0.693 -2.027 0.10 0.24 -0.02
C -3.264 -0.382 -1.191 0.72 0.12 0.31
Sb -1.305 -0.411 -0.255 -0.39 -0.44 -0.24
C -0.549 -2.179 -1.332 -0.46 0.40 0.57
C -0.630 -3.481 -0.867 -0.02 -0.04 -0.02
C -0.159 -4.541 -1.625 0.08 -0.10 0.06
C 0.421 -4.301 -2.856 0.04 -0.07 0.02
C 0.521 -3.001 -3.319 0.01 0.08 0.00
C 0.042 -1.930 -2.574 0.05 -0.04 0.00
C 0.183 -0.543 -3.128 0.01 0.09 0.09
C -1.742 -0.845 1.852 0.33 -0.01 -0.80
C -1.434 -2.057 2.454 -0.02 -0.14 -0.04
C -1.670 -2.257 3.804 0.11 -0.10 0.08
C -2.177 -1.225 4.573 0.01 -0.03 -0.01
C -2.471 -0.012 3.978 0.00 -0.04 0.01
C -2.269 0.198 2.618 0.02 -0.02 0.03
C -2.600 1.527 2.022 0.00 0.04 -0.05
H -4.809 -3.263 -0.195 -0.05 -0.06 0.04
H -3.759 -2.319 0.866 0.02 -0.08 0.06
H -3.096 -3.113 -0.570 0.01 -0.11 0.06
H -6.224 -1.952 -1.451 -0.10 -0.13 -0.01
H -6.691 -0.024 -2.901 -0.12 0.00 -0.07
H -4.925 1.667 -3.302 -0.04 0.12 -0.07
H -2.769 1.456 -2.177 0.05 0.08 -0.01
H -1.077 -3.697 0.089 -0.09 -0.04 0.10
H -0.246 -5.550 -1.250 0.00 -0.10 0.03
H 0.796 -5.119 -3.452 0.01 -0.07 -0.06
H 0.968 -2.814 -4.286 0.05 0.04 -0.09
H 0.592 -0.568 -4.135 0.07 0.08 -0.02
H 0.885 0.069 -2.509 -0.27 -0.27 -0.44
H -0.785 -0.040 -3.172 0.14 0.22 0.04
H -1.022 -2.868 1.871 0.01 -0.06 0.00
H -1.457 -3.216 4.251 0.06 -0.10 0.05
H -2.340 -1.363 5.632 -0.05 -0.02 0.08
H -2.868 0.796 4.576 -0.06 0.08 0.05
H -3.067 2.172 2.761 -0.07 0.07 -0.01
H -3.284 1.419 1.178 -0.02 0.10 -0.06
H -1.694 2.021 1.670 -0.03 0.10 -0.10
```
Forces are in eV/Å.

=====

ORCA calculation (ωB97M-V with the def2-TZVPD basis set) on a structure of composition C29H37Br54OP in a non-equilibrium geometry.

Output
Spin multiplicity ... 1
Frontier orbital gap ... 7.39 eV
Charge ... 0
LUMO level ... -0.5 eV

Structure (XYZ):
```
122
Properties=species:S:1:pos:R:3:forces:R:3
C 2.379 -4.184 0.920 -0.01 0.88 0.57
C 2.109 -3.051 -0.188 0.34 0.67 1.26
O 2.638 -3.326 -1.504 -1.00 -0.61 0.64
C 2.149 -4.570 -2.062 1.73 -0.26 -0.88
P 0.258 -4.788 -2.038 -0.40 -0.60 -0.81
C -1.677 -5.019 -2.091 -1.74 1.31 0.84
C -2.312 -3.639 -1.570 -1.68 1.69 1.30
C -2.477 -2.371 -2.479 -0.68 0.14 3.12
C -3.055 -1.025 -1.938 0.40 -3.99 2.91
C -3.481 -0.997 -0.445 0.59 -1.96 -1.14
C -4.065 0.394 0.117 1.05 -0.88 -0.12
C -3.355 -2.268 0.467 1.17 -0.28 -3.41
C -2.770 -3.595 -0.077 -0.31 3.59 -2.23
H 2.835 -5.151 0.529 -0.90 1.27 0.42
H 1.382 -4.344 1.484 1.73 -0.15 -0.86
H 3.142 -3.760 1.679 -1.29 -0.78 -1.16
H 0.992 -2.750 -0.187 1.75 -0.80 -0.21
H 2.658 -2.101 0.182 -0.84 -1.44 -0.86
H 2.736 -5.463 -1.605 -1.11 1.15 -0.54
H 2.463 -4.565 -3.178 -0.46 0.21 1.71
H 0.297 -5.637 -0.873 0.09 0.31 -0.15
H 0.018 -3.368 -2.030 0.48 -0.28 -0.04
H 0.311 -5.426 -3.348 0.27 0.13 0.65
H -1.994 -5.831 -1.333 0.41 1.11 -1.35
H -2.044 -5.276 -3.145 0.48 0.38 1.46
H -2.121 -2.456 -3.573 -1.56 0.17 2.88
H -3.183 -0.092 -2.575 0.28 -1.49 0.87
H -3.862 0.443 1.249 -0.51 0.01 -1.73
H -5.182 0.533 -0.114 1.69 -0.25 0.37
H -3.450 1.222 -0.395 -1.13 -1.21 0.90
H -3.698 -2.233 1.552 0.51 0.13 -1.70
H -2.664 -4.512 0.611 -0.22 1.63 -1.32
C -6.323 3.825 -0.566 -0.12 -0.15 -0.02
Br -6.068 3.984 1.351 -0.01 -0.04 -0.36
Br -4.644 3.565 -1.499 -0.34 0.22 0.08
Br -7.611 2.443 -1.009 0.29 0.22 0.10
H -6.737 4.773 -0.912 0.18 -0.56 0.17
C 4.378 -6.864 3.770 -0.03 -0.05 -0.06
Br 2.638 -7.132 2.954 0.33 0.04 0.20
Br 5.384 -5.463 2.884 -0.15 -0.27 0.23
Br 4.238 -6.551 5.679 -0.22 -0.11 -0.44
H 4.937 -7.789 3.639 -0.16 0.25 0.06
C -0.697 -2.737 -6.997 0.17 -0.10 -0.09
Br -2.426 -2.976 -7.842 0.33 0.10 0.21
Br 0.336 -1.331 -7.846 -0.27 -0.25 0.14
Br -0.861 -2.445 -5.086 0.82 -0.02 -1.54
H -0.144 -3.666 -7.134 -0.15 0.25 0.03
C 1.333 1.962 -10.537 -0.11 0.11 -0.10
Br 2.398 3.345 -11.382 -0.16 -0.29 0.18
Br 0.428 0.848 -11.841 0.22 0.17 0.27
Br 2.381 0.907 -9.291 -0.06 0.28 -0.26
H 0.562 2.465 -9.957 0.24 -0.18 -0.12
C 1.967 -6.812 8.862 -0.10 0.19 -0.09
Br 0.946 -8.421 8.501 0.22 0.29 0.14
Br 1.108 -5.697 10.195 0.19 -0.29 -0.27
Br 3.805 -7.215 9.335 -0.34 -0.04 -0.03
H 1.995 -6.238 7.936 0.01 -0.18 0.22
C 1.566 0.989 -0.800 -0.01 0.02 -0.14
Br 1.824 1.153 1.116 0.00 -0.08 -0.31
Br 3.244 0.716 -1.732 -0.31 -0.02 0.17
Br 0.270 -0.385 -1.237 0.03 0.52 -0.02
H 1.157 1.936 -1.148 0.11 -0.25 0.09
C -9.319 -0.851 -3.382 0.12 0.02 -0.12
Br -10.330 -2.466 -3.749 0.19 0.31 0.12
Br -10.192 0.258 -2.051 0.11 -0.26 -0.21
Br -7.482 -1.243 -2.900 -0.36 0.06 -0.04
H -9.291 -0.277 -4.307 -0.02 -0.15 0.26
C -6.955 6.883 -3.395 0.08 -0.12 -0.10
Br -6.702 7.049 -1.478 -0.03 0.43 -0.37
Br -5.274 6.624 -4.326 -0.35 0.03 0.21
Br -8.242 5.501 -3.833 0.31 0.16 0.37
H -7.369 7.825 -3.744 0.12 -0.29 0.13
C 0.539 2.369 -5.920 0.13 -0.16 0.04
Br -0.208 3.300 -7.451 0.05 -0.07 0.36
Br 2.085 3.291 -5.199 -0.36 -0.16 -0.15
Br -0.800 2.032 -4.557 0.26 0.09 -0.26
H 0.883 1.398 -6.275 -0.11 0.23 0.06
C 6.967 -5.153 8.701 -0.06 0.04 -0.05
Br 7.432 -5.934 6.988 0.22 0.23 0.47
Br 8.367 -5.415 10.018 -0.21 0.07 -0.22
Br 6.478 -3.285 8.528 0.08 -0.42 0.01
H 6.086 -5.681 9.063 0.25 0.18 -0.09
C 3.931 7.521 -12.363 0.04 0.11 -0.01
Br 5.279 6.367 -11.579 -0.31 0.16 -0.15
Br 3.427 6.934 -14.141 0.08 0.06 0.37
Br 2.388 7.717 -11.203 0.29 -0.10 -0.23
H 4.379 8.508 -12.467 -0.12 -0.28 0.03
C 9.849 -1.792 11.684 -0.01 -0.08 -0.04
Br 9.088 -0.914 10.133 0.17 -0.15 0.31
Br 11.399 -0.841 12.362 -0.32 -0.13 -0.11
Br 8.522 -2.089 13.067 0.25 0.11 -0.28
H 10.194 -2.772 11.358 -0.11 0.27 0.07
C -1.586 -7.936 11.878 0.07 -0.02 -0.11
Br -0.056 -8.260 13.024 -0.33 0.06 -0.19
Br -3.011 -9.212 12.199 0.27 0.27 -0.02
Br -2.214 -6.105 12.015 0.07 -0.35 0.05
H -1.252 -8.082 10.851 -0.06 0.06 0.26
C -9.333 8.537 -6.827 -0.08 -0.16 -0.21
Br -8.554 6.789 -7.161 -0.16 0.49 -0.04
Br -11.264 8.446 -6.686 0.43 -0.07 0.00
Br -8.540 9.410 -5.288 -0.19 -0.01 -0.34
H -9.105 9.156 -7.693 -0.05 -0.13 0.29
C -10.535 13.064 -6.964 -0.01 0.09 0.18
Br -9.756 11.896 -8.304 -0.17 0.23 0.15
Br -11.772 14.333 -7.749 0.24 -0.31 0.12
Br -11.351 12.062 -5.517 0.11 0.30 -0.33
H -9.719 13.640 -6.531 -0.21 -0.17 -0.14
C 7.339 3.003 10.645 0.66 -0.38 1.65
Br 8.869 2.686 11.792 -0.35 0.12 -0.16
Br 5.916 1.724 10.988 0.42 -0.07 0.54
Br 6.718 4.850 10.780 1.66 1.44 4.46
H 7.676 2.845 9.625 0.62 -0.32 0.69
C 7.245 0.072 -0.046 0.08 0.03 0.07
Br 7.473 -0.119 -1.963 -0.12 0.03 0.35
Br 6.307 1.707 0.408 0.19 -0.32 -0.07
Br 6.396 -1.487 0.737 0.08 0.29 -0.18
H 8.241 0.144 0.388 -0.28 -0.03 -0.13
C 4.761 3.947 7.287 0.08 -0.43 -0.27
Br 5.235 3.168 5.572 -0.13 0.16 0.14
Br 6.152 3.684 8.618 -3.29 -0.39 -6.99
Br 4.274 5.818 7.117 0.15 -0.32 0.05
H 3.877 3.419 7.642 0.22 0.15 -0.09
```
Forces are in eV/Å.

=====

Calculated values (eV) of E_tot for the records, taken in order: -123712.625, -123420.626, -3824286.583.